# 1
{
  "formula": "C4H13NO2",
  "method": "ωB97M-V/def2-TZVPD",
  "elements": ["C", "C", "C", "N", "C", "H", "H", "H", "H", "H", "H", "H", "H", "H", "O", "H", "H", "O", "H", "H"],
  "coordinates": [[-0.87811, 0.98460, 1.67833], [-0.08217, 1.86387, 0.93465], [0.68097, 1.42939, -0.28006], [1.05564, -0.03447, -0.13412], [2.19569, -0.34047, -1.03589], [-1.55769, 1.26134, 2.51199], [-0.55912, -0.08628, 1.58666], [-0.28122, 2.90822, 0.88610], [0.26349, 1.77422, -1.22651], [1.76237, 1.88743, -0.09066], [0.29258, -0.62493, -0.52561], [3.17705, 0.25433, -1.00802], [2.43139, -1.45180, -0.77880], [1.91637, -0.21416, -2.14449], [-1.37035, -2.98841, 1.52325], [-1.71322, -3.76872, 1.13267], [-1.78980, -2.93532, 2.34601], [-1.48934, 0.05449, -1.99233], [-1.85714, 0.65578, -1.31362], [-2.19736, -0.62911, -2.06954]],
  "forces_ev_per_angstrom": [[2.740, 0.965, -0.793], [-3.667, -2.341, 0.166], [3.890, -1.212, 2.666], [-0.050, 1.170, -1.844], [0.540, -1.566, -1.030], [0.619, 0.041, -0.836], [-0.771, 0.970, 0.099], [-0.155, 0.923, 0.661], [0.011, -0.126, -0.050], [-2.123, -0.297, -0.937], [0.519, 0.698, 0.537], [-1.612, -0.534, 0.957], [-0.069, 1.875, -0.934], [0.189, -0.540, 1.307], [1.318, 0.903, -1.334], [-0.415, -1.131, -0.660], [-0.907, 0.243, 1.973], [-1.314, -0.419, 0.429], [0.367, -0.341, -0.370], [0.890, 0.718, -0.007]],
  "e_above_lowest_kj_mol": 249.2,
  "multiplicity": 1,
  "total_charge": 0,
  "lumo_ha": 0.0223,
  "smiles": "C=CCNC.O.O",
  "e_homo_ev": -8.8,
  "homo_lumo_gap_ev": 9.4035,
  "energy_ha": -365.347566
}

---

# 2
{
  "formula": "ClHNO3S",
  "method": "ωB97M-V/def2-TZVPD",
  "elements": ["N", "O", "O", "O", "S", "Cl", "H"],
  "coordinates": [[-0.84417, 0.39424, 0.54492], [0.52370, -0.50593, -1.52959], [0.50773, -1.70763, 0.63088], [1.71020, 0.38229, 0.54738], [0.63911, -0.42300, -0.02435], [-0.83628, 1.80229, -0.35341], [-1.70029, 0.05774, 0.18418]],
  "forces_ev_per_angstrom": [[1.688, -0.101, 0.533], [0.401, 0.583, 3.058], [-0.313, -0.226, -0.052], [-0.844, 0.101, -0.927], [0.013, -1.516, -1.564], [-0.276, 3.041, -0.812], [-0.669, -1.881, -0.236]],
  "e_above_lowest_kj_mol": 0.0,
  "multiplicity": 1,
  "total_charge": -1,
  "lumo_ha": 0.1360,
  "e_homo_ev": -5.2,
  "homo_lumo_gap_ev": 8.9256,
  "energy_ha": -1139.491285
}

---

# 3
{
  "formula": "C6H8N2O3",
  "method": "ωB97M-V/def2-TZVPD",
  "elements": ["O", "C", "N", "C", "C", "N", "C", "H", "H", "H", "H", "O", "C", "C", "O", "H", "H", "H", "H"],
  "coordinates": [[-1.30739, -1.46358, -0.45305], [-0.59989, -0.69261, -1.05832], [-0.68560, 0.67416, -1.04641], [-1.78719, 1.39336, -0.59617], [-1.45235, 2.67934, -0.81020], [-0.22453, 2.81168, -1.48046], [0.19570, 1.60847, -1.62019], [0.31164, -1.05067, -1.63821], [-2.73468, 0.87093, -0.13715], [-1.87510, 3.63467, -0.55767], [1.03450, 1.27298, -2.15530], [0.55136, -2.98469, 1.82155], [1.48883, -2.22945, 1.22141], [1.48257, -0.92209, 0.97905], [0.51516, -0.02460, 1.33114], [-0.17456, -2.47220, 2.01997], [2.43291, -2.74622, 1.25862], [2.39579, -0.49740, 0.62571], [0.43282, 0.13792, 2.29567]],
  "forces_ev_per_angstrom": [[-0.019, 0.826, -0.629], [1.432, -1.666, -0.117], [-0.845, 0.730, -0.909], [-1.622, -0.934, 1.415], [0.543, 1.330, -0.347], [-0.355, -0.359, 0.375], [-1.251, -0.990, 0.670], [-0.912, 0.345, 0.415], [2.417, 1.218, -1.005], [-0.790, -0.287, 0.159], [1.080, -0.277, -0.405], [2.051, -1.681, -0.571], [0.467, 0.123, 1.030], [0.655, -0.350, 0.935], [-1.010, 0.511, 0.636], [-2.869, 1.778, 0.538], [0.189, -0.184, -0.960], [0.459, 0.315, -0.373], [0.380, -0.451, -0.857]],
  "e_above_lowest_kj_mol": 262.7,
  "multiplicity": 1,
  "total_charge": 0,
  "lumo_ha": 0.0197,
  "smiles": "O=Cn1ccnc1.O/C=C\\O",
  "e_homo_ev": -9.0,
  "homo_lumo_gap_ev": 9.5227,
  "energy_ha": -568.593332
}

---

# 4
{
  "formula": "C27H44BrNOP2SV",
  "method": "ωB97M-V/def2-TZVPD",
  "elements": ["C", "C", "C", "C", "N", "C", "C", "C", "C", "C", "C", "C", "C", "C", "V", "P", "H", "H", "H", "H", "H", "H", "H", "H", "C", "C", "H", "H", "H", "H", "H", "C", "C", "H", "H", "H", "H", "H", "C", "C", "H", "H", "H", "H", "H", "Br", "P", "C", "C", "H", "H", "H", "H", "H", "C", "C", "H", "H", "H", "H", "H", "C", "C", "H", "H", "H", "H", "H", "C", "S", "C", "O", "H", "H", "H", "H", "H", "H"],
  "coordinates": [[2.61604, 4.36856, -0.32681], [1.54882, 3.68467, -0.97204], [1.64794, 3.55721, -2.38909], [2.60714, 4.31671, -3.07275], [3.48796, 5.09062, -2.43814], [3.51867, 5.09887, -1.10775], [0.41289, 3.18714, -0.26592], [-0.39548, 2.37243, 0.27234], [-1.74658, 2.25073, 0.82219], [-2.25993, 0.99142, 1.31629], [-3.52173, 0.86680, 1.97731], [-4.30114, 1.99034, 1.89585], [-3.89883, 3.21593, 1.38717], [-2.60119, 3.36469, 0.88761], [-0.53134, -0.21282, 1.13652], [1.65939, -0.51342, 0.33874], [0.95834, 2.92986, -2.95526], [2.70252, 4.40058, 0.76373], [2.64034, 4.32960, -4.16589], [4.26981, 5.75112, -0.64313], [-2.23985, 4.32984, 0.52844], [-2.11922, -0.12509, 0.84846], [-4.60440, 4.02757, 1.39270], [-3.93323, -0.09114, 2.33698], [2.19436, -2.24804, 0.63344], [3.47149, -2.70267, -0.07541], [1.35730, -2.89665, 0.33204], [2.29517, -2.33861, 1.72720], [3.65410, -3.75315, 0.19488], [3.39346, -2.65582, -1.17067], [4.35122, -2.12476, 0.23533], [1.92429, -0.17800, -1.42958], [3.28730, 0.38863, -1.82674], [1.13335, 0.53594, -1.71307], [1.72747, -1.11868, -1.96872], [3.27913, 0.54114, -2.91679], [3.47847, 1.36751, -1.36502], [4.11567, -0.29482, -1.58720], [2.75186, 0.55963, 1.33459], [4.23550, 0.18208, 1.38907], [2.37095, 0.54107, 2.36891], [2.60539, 1.57734, 0.94275], [4.75494, 0.92280, 2.01709], [4.39388, -0.79849, 1.85802], [4.72166, 0.18380, 0.40444], [-6.13166, 1.68935, 2.42799], [-1.55588, -1.67934, -0.85533], [-0.45956, -2.59451, -1.99942], [-1.02802, -3.86071, -2.61777], [0.43934, -2.83516, -1.41174], [-0.15720, -1.89462, -2.78978], [-0.25226, -4.32962, -3.23086], [-1.33183, -4.59316, -1.86381], [-1.88190, -3.65582, -3.27384], [-2.64860, -2.93547, -0.04019], [-3.99259, -3.23332, -0.69996], [-2.81488, -2.56473, 0.98971], [-2.04717, -3.85233, 0.04917], [-4.56121, -3.91372, -0.04853], [-4.59785, -2.32808, -0.84301], [-3.88274, -3.73145, -1.67489], [-2.57271, -0.54056, -1.89200], [-3.01186, -1.07021, -3.25279], [-1.94925, 0.35936, -2.02433], [-3.44984, -0.22456, -1.30024], [-3.59863, -0.29064, -3.75352], [-2.17221, -1.30955, -3.91508], [-3.64748, -1.96123, -3.16947], [-1.32060, -1.48142, 4.04664], [0.04535, -0.61059, 3.21840], [0.11021, 0.99264, 4.06246], [1.29713, -1.32717, 3.64265], [-2.17246, -0.79273, 4.18844], [-0.89824, -1.83859, 4.99437], [-1.60148, -2.33823, 3.40564], [0.82851, 0.85044, 4.87895], [0.48736, 1.75217, 3.36613], [-0.88375, 1.27112, 4.43390]],
  "forces_ev_per_angstrom": [[-0.668, 0.258, 0.022], [1.197, 0.590, -0.790], [-0.284, 0.472, 0.342], [-0.137, -0.341, 0.578], [-0.022, 0.106, -0.144], [-0.122, -0.348, 0.062], [-0.895, -3.618, 1.191], [0.861, 2.658, -1.200], [-0.582, -1.291, 0.125], [-1.618, -0.805, 0.349], [1.310, 0.497, -1.488], [-1.971, -0.339, 0.956], [0.765, -0.169, -0.159], [-0.165, -0.139, 0.409], [1.757, 0.710, -3.105], [1.220, -0.911, 0.261], [-0.024, 0.327, 0.230], [-0.262, 0.112, -0.402], [0.029, -0.116, 0.379], [-0.277, -0.439, -0.150], [-0.154, -0.291, 0.129], [-1.689, 1.764, 0.255], [-0.028, 0.244, -0.100], [0.408, 0.605, -0.320], [0.126, 0.066, 0.111], [0.244, -0.320, -0.012], [0.190, 0.153, 0.221], [-0.080, -0.013, -0.324], [0.028, 0.303, -0.150], [-0.024, 0.017, 0.275], [-0.322, -0.236, -0.170], [-0.167, 0.232, -0.251], [0.205, 0.068, -0.398], [0.185, -0.179, -0.082], [0.074, 0.363, 0.225], [0.137, -0.018, 0.326], [-0.023, -0.315, -0.061], [-0.344, 0.259, -0.112], [0.248, 0.128, 0.046], [0.440, 0.252, 0.194], [0.057, 0.028, -0.402], [0.086, -0.145, 0.119], [-0.101, -0.259, -0.222], [-0.137, 0.322, -0.108], [-0.198, 0.014, 0.369], [0.619, 0.519, -0.100], [-0.139, 0.007, 0.569], [0.320, 0.104, 0.127], [-0.173, -0.301, -0.287], [-0.235, 0.026, -0.335], [-0.020, -0.059, 0.213], [-0.134, 0.023, 0.081], [0.037, 0.112, -0.140], [0.175, -0.058, 0.194], [0.065, 0.233, 0.140], [-0.311, -0.288, -0.108], [0.032, -0.202, -0.366], [-0.114, 0.247, 0.079], [0.123, 0.220, -0.246], [0.168, -0.215, 0.052], [0.023, 0.188, 0.341], [0.087, 0.054, 0.204], [-0.311, -0.038, -0.324], [-0.168, -0.156, 0.046], [0.318, -0.115, -0.102], [0.094, -0.203, 0.051], [-0.097, 0.052, 0.219], [0.182, 0.277, -0.007], [-0.056, 0.264, -0.188], [1.377, -1.547, 3.813], [-0.296, 0.037, -0.012], [-1.148, 0.607, -0.958], [0.370, -0.391, -0.017], [-0.211, 0.124, -0.174], [0.180, 0.416, 0.349], [-0.223, -0.016, -0.142], [-0.089, -0.167, 0.122], [0.283, -0.013, -0.116]],
  "e_above_lowest_kj_mol": 78.7,
  "multiplicity": 4,
  "total_charge": 2,
  "lumo_ha": [-0.2459, -0.2586],
  "e_homo_ev": [-14.5, -14.5],
  "homo_lumo_gap_ev": [7.7721, 7.5108],
  "energy_ha": -5783.410378
}